C26H22ClGaN2OPS5 | ωB97M-V/def2-TZVPD

Output
**Net charge**: +1
**Energy above the lowest of the compared OMol25 structures with the same formula, charge and spin**: 0.000 eV
**HOMO-LUMO gap**: 7.097 eV
**Molecular weight**: 675.0 g mol⁻¹
**Lowest unoccupied orbital energy**: -2.57 eV

Each line ends with the Löwdin charge.
Element x y z (Å)
Ga (0.36222, -0.21379, -0.99139)  -0.103
S (4.44490, 3.44954, -4.89872)  0.613
C (3.41757, 2.44378, -4.19773)  -1.561
S (1.78096, 2.85220, -4.00396)  0.911
C (1.35573, 1.44373, -2.99583)  -1.084
C (2.33481, 0.53485, -2.81838)  -1.127
S (2.28887, -0.90775, -1.83473)  0.656
S (3.88294, 0.93469, -3.49617)  0.915
S (-0.26043, 1.46705, -2.31725)  0.641
Cl (-2.64685, 0.72144, 0.57627)  0.686
C (-1.79070, 2.17602, 1.09896)  -0.643
C (-2.48691, 3.33071, 1.06211)  -0.101
C (-1.84318, 4.43877, 1.59174)  -0.060
C (-0.62577, 4.34489, 2.22977)  -0.063
C (0.13516, 3.18252, 2.16019)  -0.046
C (-0.49159, 2.05055, 1.59356)  -0.352
P (0.62113, 0.62353, 1.28778)  1.058
C (0.14266, -0.75593, 2.40350)  -0.398
C (-0.53114, -0.51092, 3.57475)  -0.100
C (-0.66158, -1.51949, 4.49822)  -0.077
C (-0.11512, -2.77486, 4.26944)  -0.052
C (0.59272, -2.99919, 3.06876)  -0.047
C (0.64592, -1.98596, 2.13293)  -0.123
C (2.28907, 1.16410, 1.81364)  -0.369
C (3.02065, 1.86864, 0.88655)  -0.104
C (4.20320, 2.49302, 1.19433)  -0.036
C (4.59340, 2.42458, 2.53519)  -0.063
C (3.88839, 1.71072, 3.50240)  -0.057
C (2.71820, 1.03335, 3.13506)  -0.064
H (-3.49310, 3.36943, 0.57089)  0.137
H (-2.26425, 5.46492, 1.58177)  0.131
H (-0.11127, 5.27394, 2.56044)  0.130
H (1.13020, 3.11620, 2.55593)  0.099
H (-0.99606, 0.45829, 3.73911)  0.115
H (-1.09551, -1.28609, 5.51877)  0.137
H (-0.21465, -3.58328, 5.03453)  0.127
H (1.07776, -3.92870, 2.86975)  0.104
H (1.22594, -2.10066, 1.20445)  0.103
H (2.52675, 2.05046, -0.07084)  0.111
H (4.73748, 3.19287, 0.60049)  0.110
H (5.39217, 3.11199, 2.81913)  0.116
H (4.34623, 1.75152, 4.51955)  0.127
H (2.23218, 0.28773, 3.82284)  0.131
N (-0.87297, -1.75309, -1.15253)  0.171
C (-1.55365, -2.39789, -1.82148)  -0.156
N (-2.47149, -3.14713, -2.36634)  -0.021
C (-3.79095, -2.51956, -2.59259)  -0.090
C (-3.93472, -2.25460, -4.04652)  -0.183
O (-3.71965, -3.37729, -4.84922)  -0.118
C (-2.47544, -3.98679, -4.76232)  -0.177
C (-2.19595, -4.33759, -3.29057)  -0.036
H (-3.94187, -1.62296, -1.98532)  0.144
H (-4.50767, -3.22815, -2.31466)  0.120
H (-3.19977, -1.60624, -4.46659)  0.130
H (-5.01482, -1.97753, -4.14221)  0.160
H (-1.68193, -3.35925, -5.13859)  0.121
H (-2.45558, -4.93981, -5.39187)  0.164
H (-1.15179, -4.59902, -3.15559)  0.134
H (-2.79081, -5.09248, -2.91137)  0.105


C24H40O21 | ωB97M-V/def2-TZVPD

Output
**Energy above the lowest of the compared OMol25 structures with the same formula, charge and spin**: 0.000 eV
**HOMO-LUMO gap**: 10.780 eV
**Molecular weight**: 664.6 g mol⁻¹
**Lowest unoccupied orbital energy**: 0.25 eV

Each line ends with the Löwdin charge.
Element x y z (Å)
C (-2.05928, -2.73053, 21.49382)  -0.028
C (-1.66374, -3.92557, 20.66056)  -0.337
C (-2.73410, -4.79863, 20.01592)  -0.066
O (-2.49276, -4.60020, 18.62381)  0.069
C (-1.41916, -3.81358, 18.41028)  -0.561
O (-1.01515, -3.46900, 17.34970)  0.157
O (-0.85722, -3.47504, 19.59517)  0.090
H (-2.70994, -2.01478, 20.97201)  0.089
H (-1.20436, -2.19620, 21.90391)  0.083
H (-2.71744, -2.91992, 22.34869)  0.082
H (-1.14587, -4.55951, 21.38770)  0.120
H (-3.77124, -4.52606, 20.21083)  0.138
H (-2.54326, -5.83721, 20.28654)  0.124
C (4.47558, 0.34540, 22.12554)  -0.019
C (3.92967, -0.92696, 22.75607)  -0.332
C (3.61302, -2.02234, 21.75711)  -0.090
O (4.28316, -3.16456, 22.24727)  0.060
C (4.87113, -2.90691, 23.40326)  -0.565
O (5.31398, -3.72143, 24.15249)  0.158
O (4.85948, -1.55299, 23.63667)  0.091
H (5.41472, 0.11434, 21.62578)  0.094
H (4.57370, 1.17845, 22.81788)  0.084
H (3.68064, 0.65163, 21.43884)  0.093
H (2.97288, -0.65941, 23.22108)  0.152
H (3.96818, -1.79373, 20.74774)  0.141
H (2.53654, -2.16758, 21.65845)  0.138
C (1.57953, -9.97400, 20.02990)  -0.064
C (1.57036, -11.24731, 19.19918)  -0.192
O (2.29261, -12.23298, 19.95523)  0.008
C (2.79182, -13.27247, 19.25978)  -0.608
O (2.56130, -13.49244, 18.10218)  0.135
O (3.50196, -14.06344, 20.03764)  0.006
C (3.89039, -13.78077, 21.38535)  -0.019
H (1.12273, -9.18796, 19.42129)  0.076
H (2.57095, -9.60062, 20.28591)  0.073
H (1.02487, -10.00211, 20.96954)  0.068
H (2.03279, -11.03969, 18.23749)  0.126
H (0.55386, -11.59372, 19.01714)  0.127
H (4.57603, -14.56051, 21.70157)  0.094
H (2.96745, -13.83032, 21.95982)  0.097
H (4.40175, -12.82343, 21.45825)  0.081
C (2.63153, -10.68140, 24.36257)  -0.045
O (3.52400, -10.82390, 23.28857)  0.006
C (4.60070, -10.04385, 23.28077)  -0.619
O (4.81731, -9.12970, 24.02821)  0.129
O (5.35649, -10.44362, 22.28107)  0.011
C (6.57758, -9.77809, 22.03108)  -0.020
H (3.11803, -10.61077, 25.34332)  0.104
H (2.11019, -11.63263, 24.47147)  0.100
H (1.97349, -9.81940, 24.28165)  0.076
H (7.17444, -9.72569, 22.93909)  0.104
H (6.42174, -8.76672, 21.65231)  0.078
H (7.09816, -10.26682, 21.21234)  0.101
C (2.24753, -5.58001, 17.99187)  -0.005
O (3.23264, -5.03649, 18.88790)  0.000
C (4.15065, -5.87469, 19.35611)  -0.628
O (4.17490, -7.05499, 19.16548)  0.135
O (4.97986, -5.15849, 20.11956)  0.005
C (5.90591, -5.93568, 20.86099)  -0.056
H (1.64952, -6.34937, 18.47252)  0.080
H (2.86989, -5.94651, 17.17083)  0.102
H (1.61208, -4.79396, 17.59395)  0.091
H (6.79906, -6.11460, 20.25550)  0.105
H (5.52374, -6.92261, 21.11696)  0.059
H (6.21180, -5.45422, 21.78787)  0.097
O (-1.78425, -4.96729, 24.21527)  0.171
C (-1.66466, -6.13766, 24.09194)  -0.584
O (-0.98436, -6.91199, 24.95038)  0.057
C (-0.62480, -8.14444, 24.30433)  -0.100
C (-1.65361, -8.21433, 23.20460)  -0.100
O (-2.12324, -6.86741, 23.04042)  0.058
H (0.40659, -8.06381, 23.95113)  0.104
H (-0.67937, -8.89762, 25.08651)  0.137
H (-2.47416, -8.85397, 23.53584)  0.134
H (-1.28824, -8.55272, 22.23787)  0.130
O (0.49346, -6.67612, 20.64136)  0.153
C (1.21902, -6.53354, 21.57425)  -0.574
O (2.17388, -7.39722, 21.97695)  0.056
C (3.01010, -6.73414, 22.92904)  -0.087
C (2.15338, -5.58316, 23.42857)  -0.075
O (1.27347, -5.41994, 22.32467)  0.057
H (3.27840, -7.38648, 23.75713)  0.116
H (3.95405, -6.42852, 22.48406)  0.113
H (2.68518, -4.66325, 23.65085)  0.121
H (1.49024, -5.83239, 24.26592)  0.130


C16H19N3O2 | ωB97M-V/def2-TZVPD

Output
**Energy above the lowest of the compared OMol25 structures with the same formula, charge and spin**: 2.457 eV
**HOMO-LUMO gap**: 4.433 eV
**Molecular weight**: 285.3 g mol⁻¹
**Lowest unoccupied orbital energy**: -1.98 eV

Each line ends with the Löwdin charge.
Element x y z (Å)
C (-4.06167, 2.95563, -0.24315)  -0.081
C (-2.58137, 3.06559, -0.19606)  -0.226
C (-1.75360, 1.96896, -0.08975)  -0.149
N (-0.43244, 1.98991, -0.01044)  0.023
C (0.24142, 3.18027, -0.07463)  -0.582
O (1.45595, 3.31391, 0.00127)  -0.012
N (-0.57332, 4.30473, -0.23400)  0.181
C (-1.95466, 4.37534, -0.26741)  -0.460
O (-2.51169, 5.46916, -0.35144)  0.010
H (-4.52325, 3.94535, -0.25654)  0.071
H (-4.39823, 2.41043, -1.13500)  0.070
H (-4.44598, 2.40722, 0.62638)  0.071
H (-2.18829, 0.96084, -0.05649)  0.111
H (-0.07166, 5.17891, -0.27051)  0.148
C (-0.14328, -2.64290, -4.00576)  -0.022
N (0.21828, -2.72069, -2.59865)  -0.185
C (0.26971, -4.04752, -1.99334)  -0.027
C (0.54476, -1.63309, -1.91023)  -0.012
C (0.95356, -1.68391, -0.56436)  -0.058
C (1.02479, -0.57426, 0.25601)  0.047
C (1.54250, -0.61338, 1.59286)  -0.191
C (1.30829, 0.43049, 2.52676)  0.017
C (1.68467, 0.28911, 3.85821)  -0.056
C (2.35058, -0.87076, 4.28653)  -0.059
C (2.66605, -1.87633, 3.36270)  -0.075
C (2.29496, -1.73620, 2.03161)  -0.027
H (-0.56025, -3.60919, -4.29703)  0.088
H (-0.89170, -1.85562, -4.15683)  0.105
H (0.72891, -2.41828, -4.63757)  0.106
H (-0.22327, -4.73848, -2.68198)  0.090
H (1.30484, -4.38130, -1.82111)  0.110
H (-0.25995, -4.05327, -1.03315)  0.104
H (0.47379, -0.66910, -2.43497)  0.165
H (1.18645, -2.66691, -0.13812)  0.089
H (0.62905, 0.37559, -0.11097)  0.080
H (0.81224, 1.33240, 2.16388)  0.110
H (1.46289, 1.08409, 4.57029)  0.112
H (2.63887, -0.98678, 5.32929)  0.107
H (3.20866, -2.77093, 3.67072)  0.106
H (2.57337, -2.48903, 1.29296)  0.104


CH4S3 | ωB97M-V/def2-TZVPD

Output
**Multiplicity**: 3
**Energy above the lowest of the compared OMol25 structures with the same formula, charge and spin**: 1.292 eV
**HOMO-LUMO gap (spin up / spin down)**: 7.210 / 6.815 eV
**Molecular weight**: 112.2 g mol⁻¹
**Lowest unoccupied orbital energy (spin up / spin down)**: 0.75 / -2.73 eV

Each line ends with the Löwdin charge.
Element x y z (Å)
C (-0.30961, 0.93616, -1.32406)  -1.704
S (-1.84944, 0.61363, -2.11969)  0.634
S (-0.43525, 1.51632, 0.29966)  0.676
S (1.08309, 0.61433, -2.10963)  0.658
H (2.14865, 0.42365, 0.18836)  0.009
H (-2.67125, 1.35987, -1.30832)  -0.120
H (0.78655, 1.10127, 0.57505)  -0.237
H (2.14093, -0.35802, 0.17337)  0.083